A molecular structure, C33H30AsGaN9. Source: OMol25; level of theory: the ωB97M-V functional and the def2-TZVPD basis.

Results
electronic energy	-5928.0947	Eh
orbital gap	4.96	eV
HOMO	-14.64	eV
E_LUMO	-9.684	eV
ΔE to the lowest compared entry with this formula, charge and spin	0.0	kJ/mol

Geometry as ORCA input:
```
! wB97M-V def2-TZVPD RIJCOSX def2/J DEFGRID3
* xyz 3 1
Ga 0.626 -0.759 -0.622
C -3.209 -2.945 -0.691
C -2.185 -2.068 -1.032
N -1.087 -1.989 -0.284
C -0.997 -2.761 0.808
C -2.029 -3.635 1.125
N -3.121 -3.724 0.377
C 0.235 -2.573 1.610
C 0.546 -3.257 2.762
C 1.742 -2.975 3.437
C 2.582 -1.990 2.895
C 2.213 -1.340 1.739
N 1.061 -1.636 1.114
C 2.986 -0.263 1.080
C 4.190 0.257 1.537
N 4.811 1.239 0.898
C 4.247 1.726 -0.197
C 3.042 1.222 -0.675
N 2.428 0.229 -0.035
C 2.102 -3.681 4.673
C 1.119 -4.089 5.571
C 1.512 -4.740 6.732
N 2.781 -5.011 7.017
C 3.717 -4.631 6.155
C 3.434 -3.955 4.977
H -4.107 -3.010 -1.292
H -2.259 -1.424 -1.900
H -1.983 -4.274 1.997
H -0.110 -4.026 3.143
H 3.497 -1.730 3.407
H 4.665 -0.115 2.436
H 4.754 2.533 -0.711
H 2.570 1.626 -1.562
H 0.070 -3.875 5.410
H 0.775 -5.054 7.460
H 4.740 -4.877 6.413
H 4.242 -3.695 4.305
N -3.187 5.251 -0.590
C -3.988 6.136 -1.256
C -4.647 7.298 -0.848
C -5.377 7.943 -1.814
C -5.465 7.466 -3.149
C -4.822 6.330 -3.550
C -4.063 5.646 -2.580
N -3.333 4.507 -2.697
C -2.819 4.286 -1.500
C -1.987 3.155 -1.246
C -1.405 2.850 0.001
C -0.630 1.731 0.139
N -0.386 0.879 -0.886
C -0.936 1.170 -2.098
C -1.717 2.265 -2.310
H -2.938 5.312 0.383
H -4.589 7.673 0.165
H -5.909 8.849 -1.555
H -6.060 8.027 -3.857
H -4.883 5.959 -4.563
H -1.554 3.477 0.868
H -0.179 1.488 1.093
H -0.716 0.486 -2.909
H -2.137 2.471 -3.284
C 0.491 -3.408 -3.174
As 1.533 -1.878 -2.635
C 1.728 -0.759 -4.203
C 3.293 -2.546 -2.215
H 1.010 -3.909 -3.990
H -0.491 -3.089 -3.517
H 0.389 -4.097 -2.337
H 2.590 -1.111 -4.769
H 1.879 0.282 -3.929
H 0.835 -0.851 -4.819
H 3.643 -3.136 -3.061
H 3.259 -3.175 -1.328
H 3.973 -1.711 -2.055
*
```

=====

2 unconnected molecules or ions with the total composition C3H8IN2O in a non-equilibrium geometry. Source: OMol25; level of theory: the ωB97M-V functional and the def2-TZVPD basis.

Results
electronic energy	-601.0911	Eh
orbital gap	9.21	eV
HOMO	-14.26	eV
E_LUMO	-5.052	eV
ΔE to the lowest compared entry with this formula, charge and spin	546.5	kJ/mol

Geometry as ORCA input:
```
! wB97M-V def2-TZVPD RIJCOSX def2/J DEFGRID3
* xyz 1 1
C 1.700 0.415 0.612
C -0.704 0.054 0.897
C -0.239 -2.275 -0.582
N 0.634 -0.308 0.525
N 1.032 2.314 1.244
O 0.895 -1.628 0.034
I 3.657 0.195 0.157
H -1.323 0.322 0.050
H -1.243 -0.710 1.417
H -0.740 0.986 1.436
H -1.042 -2.267 0.149
H 0.176 -3.253 -0.898
H -0.575 -1.728 -1.471
H 1.313 2.104 2.280
H 1.710 2.854 0.872
*
```

=====

A molecular structure, C32H25N5O7Ru. Source: OMol25; level of theory: the ωB97M-V functional and the def2-TZVPD basis.

Results
electronic energy	-2129.7322	Eh
orbital gap (spin up / spin down)	6.52 / 6.20	eV
HOMO (spin up / spin down)	-6.87 / -8.34	eV
E_LUMO (spin up / spin down)	-0.346 / -2.140	eV

Geometry as ORCA input:
```
! wB97M-V def2-TZVPD RIJCOSX def2/J DEFGRID3
* xyz 0 5
Ru -1.166 0.587 0.670
O -1.397 3.414 -2.831
C -2.046 4.397 -2.163
C -2.325 5.559 -2.875
C -2.967 6.617 -2.262
C -3.358 6.534 -0.926
C -3.112 5.373 -0.227
C -2.459 4.292 -0.827
C -2.206 3.072 -0.041
O -1.263 2.223 -0.477
N -2.886 2.880 1.032
N -2.542 1.655 1.635
C -3.095 1.369 2.744
C -2.871 0.166 3.510
C -3.561 0.027 4.725
C -3.426 -1.095 5.501
C -2.589 -2.124 5.058
C -1.901 -2.009 3.868
C -2.017 -0.860 3.088
O -1.287 -0.804 1.960
H -1.187 2.709 -2.202
H -2.020 5.610 -3.914
H -3.168 7.519 -2.830
H -3.850 7.371 -0.444
H -3.420 5.268 0.807
H -3.809 2.097 3.118
H -4.214 0.835 5.042
H -3.961 -1.185 6.438
H -2.472 -3.020 5.658
H -1.250 -2.795 3.500
C 1.989 -5.840 -1.758
O 2.940 -5.191 -2.593
C 3.631 -4.165 -2.051
C 4.607 -3.581 -2.867
C 5.317 -2.488 -2.430
C 5.064 -1.935 -1.162
C 4.153 -2.585 -0.318
C 3.425 -3.680 -0.765
N 5.642 -0.719 -0.856
N 5.297 -0.097 0.224
C 4.074 0.364 0.510
C 3.864 0.954 1.776
C 2.603 1.305 2.230
C 1.475 1.053 1.465
O 0.238 1.402 1.841
C 1.658 0.438 0.201
N 0.509 0.149 -0.481
C 0.571 -0.247 -1.742
C 1.791 -0.366 -2.405
C 2.960 -0.133 -1.716
C 2.923 0.217 -0.359
H 1.571 -6.647 -2.349
H 1.191 -5.157 -1.461
H 2.464 -6.255 -0.868
H 4.772 -4.003 -3.853
H 6.045 -2.002 -3.072
H 4.007 -2.209 0.688
H 2.695 -4.135 -0.107
H 4.735 1.101 2.405
H 2.469 1.766 3.200
H -0.366 -0.470 -2.231
H 1.808 -0.665 -3.445
H 3.907 -0.185 -2.237
C -3.670 -1.902 -1.751
C -2.511 -1.402 -0.930
O -1.564 -2.121 -0.671
O -2.620 -0.128 -0.551
H -3.289 -2.303 -2.689
H -4.388 -1.108 -1.950
H -4.160 -2.712 -1.211
*
```

=====

A single CHN3O2 molecule in a non-equilibrium geometry. Source: OMol25; level of theory: the ωB97M-V functional and the def2-TZVPD basis.

Results
electronic energy	-353.3793	Eh
orbital gap	11.12	eV
HOMO	-11.07	eV
E_LUMO	0.049	eV
ΔE to the lowest compared entry with this formula, charge and spin	141.4	kJ/mol

Geometry as ORCA input:
```
! wB97M-V def2-TZVPD RIJCOSX def2/J DEFGRID3
* xyz 0 1
O 1.685 -0.211 -0.061
C 0.367 -0.174 -0.043
N -0.455 -1.210 0.004
N -1.697 -0.673 -0.043
N -1.680 0.583 -0.020
O -0.300 0.991 -0.036
H 2.081 0.694 0.199
*
```

=====

A single C7H10 molecule in a non-equilibrium geometry. Source: OMol25; level of theory: the ωB97M-V functional and the def2-TZVPD basis.

Results
electronic energy	-272.5763	Eh
orbital gap	9.77	eV
HOMO	-8.61	eV
E_LUMO	1.162	eV
ΔE to the lowest compared entry with this formula, charge and spin	372.0	kJ/mol

Geometry as ORCA input:
```
! wB97M-V def2-TZVPD RIJCOSX def2/J DEFGRID3
* xyz 0 1
C 1.595 0.782 0.695
C 1.468 -0.810 0.379
C 0.585 -0.910 -0.871
C -0.482 -0.098 -0.103
C -1.958 -0.311 -0.071
C -1.396 0.985 -0.604
C 0.427 0.011 1.110
H 1.619 1.427 -0.175
H 2.298 1.027 1.502
H 2.537 -0.704 0.469
H 0.217 -1.906 -1.156
H 1.032 -0.443 -1.753
H -2.395 -1.009 -0.779
H -2.447 -0.292 0.900
H -1.468 1.171 -1.676
H -1.515 1.881 0.001
H 0.112 -0.038 2.148
*
```

=====

A molecular structure, C12H20IrN2O4 in a non-equilibrium geometry. Source: OMol25; level of theory: the ωB97M-V functional and the def2-TZVPD basis.

Results
electronic energy	-982.8191	Eh
orbital gap	3.86	eV
HOMO	-17.75	eV
E_LUMO	-13.895	eV

Geometry as ORCA input:
```
! wB97M-V def2-TZVPD RIJCOSX def2/J DEFGRID3
* xyz 3 1
Ir 0.960 -0.357 -0.489
C 3.918 -1.463 -0.645
O 3.038 -0.293 -0.614
C 3.672 1.005 -0.570
C 2.609 1.953 -1.092
O 1.314 1.622 -0.446
C 1.073 2.152 0.916
C 1.503 1.130 1.946
O 0.904 -0.129 1.507
C 1.125 -1.264 2.408
H 4.428 -1.472 -1.606
H 3.277 -2.338 -0.539
H 4.619 -1.397 0.187
H 4.550 1.007 -1.219
H 3.993 1.211 0.453
H 2.422 1.828 -2.159
H 2.842 3.000 -0.894
H -0.002 2.326 0.960
H 1.591 3.105 1.020
H 1.086 1.386 2.924
H 2.581 1.001 2.048
H 0.549 -1.071 3.313
H 2.190 -1.353 2.621
H 0.751 -2.151 1.901
N -6.215 -0.407 -1.388
C -5.347 -0.627 -0.389
O -5.736 -0.781 0.759
C -3.863 -0.675 -0.660
C -3.124 -1.615 0.051
C -1.749 -1.585 -0.037
N -1.089 -0.678 -0.782
C -1.806 0.207 -1.490
C -3.191 0.233 -1.464
H -7.203 -0.373 -1.151
H -5.952 -0.334 -2.362
H -3.612 -2.355 0.671
H -1.146 -2.322 0.481
H -1.250 0.896 -2.115
H -3.709 0.978 -2.053
*
```